1.
{
  "formula": "H15NO6",
  "method": "ωB97M-V/def2-TZVPD",
  "elements": ["N", "H", "H", "H", "H", "H", "O", "H", "H", "O", "H", "H", "O", "H", "H", "O", "H", "H", "O", "H", "H", "O"],
  "positions_angstrom": [[2.26750, 1.26953, -0.71499], [3.15650, 1.74725, -0.62443], [1.53877, 1.87889, -1.08101], [2.36371, 0.62940, -1.50009], [-1.81465, -1.92773, 4.02262], [-1.10407, -0.69139, 3.32321], [-1.34711, -1.61657, 3.24346], [0.71376, -1.99009, -0.74497], [0.13234, -2.88883, -1.72784], [0.33690, -1.95417, -1.64580], [-0.98456, 0.81073, -1.13605], [-2.06958, 1.54298, -0.50493], [-1.11572, 1.62001, -0.63243], [0.21287, 2.39134, 2.40745], [-0.84702, 1.61491, 1.57980], [-0.30137, 1.58437, 2.37198], [-0.68899, 0.47018, -4.16478], [-0.86482, -0.03406, -2.78347], [-1.37998, 0.18614, -3.56380], [1.82960, -0.38204, 0.54038], [0.75588, -0.87354, 1.41834], [1.53397, -1.20873, 0.95982]],
  "energy_ev": -14018.9246,
  "fmax_ev_per_a": 1.0,
  "smiles": "N.O.O.O.O.O.O",
  "e_above_lowest_kcal_mol": 21.0
}

=====

2.
{
  "formula": "H15NaO8",
  "method": "ωB97M-V/def2-TZVPD",
  "elements": ["Na", "O", "H", "O", "H", "H", "O", "H", "H", "O", "H", "H", "O", "H", "H", "O", "H", "H", "O", "H", "H", "O", "H", "H"],
  "positions_angstrom": [[-0.42696, -4.23547, 0.06498], [0.09692, 0.04236, 0.09466], [0.45461, 0.90188, -0.20169], [-3.30384, -1.04853, 2.54354], [-2.60326, -0.82688, 1.93012], [-3.49297, -0.22792, 2.99855], [-4.19666, -1.97726, -2.06785], [-3.53840, -1.30232, -1.90235], [-4.28894, -2.43280, -1.23107], [0.41425, 2.23090, 3.67256], [-0.53515, 2.12622, 3.73506], [0.64138, 1.85708, 2.82114], [1.63138, -0.92277, -3.52636], [1.03786, -1.29503, -4.17856], [1.09107, -0.81580, -2.74350], [3.82519, 3.42875, -0.45625], [3.19488, 2.71551, -0.35514], [3.47650, 3.95720, -1.17416], [4.48285, -3.50756, 0.83640], [3.91743, -2.81651, 1.18131], [5.03070, -3.76228, 1.57883], [-2.64809, 2.54142, -1.36258], [-2.12967, 2.03910, -0.73397], [-2.13108, 3.33072, -1.52366]],
  "energy_ev": -21036.7332,
  "fmax_ev_per_a": 0.7,
  "e_above_lowest_kcal_mol": 113.5
}

=====

3.
{
  "formula": "H15O8",
  "method": "ωB97M-V/def2-TZVPD",
  "elements": ["O", "H", "O", "H", "H", "O", "H", "H", "O", "H", "H", "O", "H", "H", "O", "H", "H", "O", "H", "H", "O", "H", "H"],
  "positions_angstrom": [[0.12274, 0.13365, 0.10053], [0.57348, -0.29949, 0.83386], [-2.03654, 1.59731, 0.49828], [-2.57329, 1.09353, 1.09783], [-1.15929, 1.15163, 0.16787], [-0.90119, -0.41076, -2.48928], [-0.04924, -0.25958, -2.98488], [-0.72330, -0.38982, -1.48647], [0.43457, 0.97505, 2.51597], [-0.46323, 1.03280, 2.72260], [0.35083, 0.81028, 1.56787], [1.17117, 1.62653, -1.82110], [0.65042, 0.95025, -1.35839], [0.50978, 2.44719, -1.76998], [-1.98035, -0.97142, 2.40749], [-2.62123, -1.40041, 1.71521], [-1.27394, -0.50678, 1.98535], [0.34494, -2.73275, 0.22451], [0.06804, -3.02619, 1.12209], [-0.20248, -2.05922, -0.06680], [3.34940, -0.15776, -1.36840], [3.86425, 0.09402, -2.19561], [2.54446, 0.30194, -1.41858]],
  "energy_ev": -16624.4266,
  "fmax_ev_per_a": 4.1,
  "e_above_lowest_kcal_mol": 62.3,
  "total_charge": -1
}

=====

4.
{
  "formula": "H16NO11",
  "method": "ωB97M-V/def2-TZVPD",
  "elements": ["N", "O", "O", "O", "O", "H", "H", "O", "H", "H", "O", "H", "H", "O", "H", "H", "O", "H", "H", "O", "H", "H", "O", "H", "H", "O", "H", "H"],
  "positions_angstrom": [[0.19229, -1.11936, 0.61464], [-0.71471, -0.37236, 1.16264], [1.28129, -0.52736, 0.43764], [-0.22871, -2.05336, -0.14336], [3.08829, 1.56464, 1.65364], [3.48629, 1.10064, 0.90564], [2.41929, 0.89064, 1.91564], [-2.47271, 0.48064, 3.16764], [-2.46071, 1.07064, 3.91564], [-1.61271, 0.05364, 3.15764], [0.65529, 0.82264, -1.73136], [0.89229, 0.24164, -1.04336], [1.47429, 0.87264, -2.21136], [0.38929, 1.96864, 2.15364], [1.02929, 2.47764, 1.59464], [0.06829, 1.21964, 1.68964], [-2.87471, -0.60036, -0.44736], [-2.17471, -0.73436, 0.20464], [-2.94371, 0.34864, -0.47836], [1.85229, -2.05536, -2.15236], [2.77829, -2.27236, -2.27036], [1.68729, -1.79236, -1.22736], [-0.93171, -3.06036, -2.89036], [-0.47071, -2.90736, -2.06336], [-1.29471, -2.19236, -3.10736], [-1.25271, 2.33964, -0.59736], [-1.36671, 2.49364, -1.55836], [-0.49471, 1.74164, -0.65136]],
  "energy_ev": -24271.1435,
  "fmax_ev_per_a": 6.0,
  "e_above_lowest_kcal_mol": 33.6,
  "total_charge": -1
}

=====

5.
{
  "formula": "H16NO11",
  "method": "ωB97M-V/def2-TZVPD",
  "elements": ["N", "O", "O", "O", "O", "H", "H", "O", "H", "H", "O", "H", "H", "O", "H", "H", "O", "H", "H", "O", "H", "H", "O", "H", "H", "O", "H", "H"],
  "positions_angstrom": [[0.03961, 0.07582, -0.21625], [-0.79139, -0.48718, -1.03925], [-0.35339, 0.27982, 0.97775], [1.07661, 0.44682, -0.63225], [-0.97239, -3.11318, -1.25225], [-0.68739, -2.21118, -1.04925], [-0.17439, -3.38718, -1.92825], [1.71261, 1.78082, -3.61925], [1.00761, 2.42882, -3.13825], [2.20361, 1.44882, -2.89025], [-2.37839, 2.04482, 0.42575], [-1.62139, 1.57082, 0.42175], [-2.65339, 2.03982, 1.45775], [-3.06239, -2.30818, 1.28575], [-2.57539, -1.56518, 0.93275], [-3.97039, -2.07318, 1.17575], [2.24661, 2.25382, 2.37475], [1.76961, 1.99382, 1.63475], [2.54061, 3.16782, 2.22775], [0.13261, -0.92818, 3.41075], [-0.36739, -0.42318, 4.21275], [0.06461, -0.31918, 2.70375], [-1.27239, -0.56218, -3.74625], [-0.89339, -0.32018, -2.87125], [-0.46839, -0.45918, -3.97225], [3.45561, -0.52718, 0.86275], [3.37061, -0.59518, 1.80175], [2.62161, -0.25218, 0.44875]],
  "energy_ev": -24269.3281,
  "fmax_ev_per_a": 10.8,
  "e_above_lowest_kcal_mol": 75.4,
  "total_charge": -1
}

=====

6.
{
  "formula": "H16O14SV",
  "method": "ωB97M-V/def2-TZVPD",
  "elements": ["O", "V", "O", "S", "O", "O", "O", "O", "O", "H", "H", "O", "H", "H", "O", "H", "H", "O", "H", "H", "O", "H", "H", "O", "H", "H", "O", "H", "H", "O", "H", "H"],
  "positions_angstrom": [[0.56591, -1.18397, -0.84198], [-0.33459, -0.24672, 0.16300], [0.73964, 0.61916, 1.01762], [-2.83930, 0.84712, 2.34155], [-3.20142, -0.02920, 3.45890], [-4.00803, 1.36659, 1.61626], [-2.23800, 2.04350, 2.92120], [-1.88036, 0.28653, 1.41587], [-0.90938, 1.07860, -1.56279], [-0.44452, 1.62819, -2.19373], [-1.80076, 1.01987, -1.90661], [1.88359, 3.85559, 1.32349], [2.08134, 4.33587, 0.51947], [0.98133, 3.55719, 1.20904], [-2.39237, -1.44552, -0.63947], [-3.10392, -1.64974, -1.24628], [-2.70293, -1.76069, 0.20932], [-0.57894, -2.80047, -3.16234], [-0.40174, -3.67886, -2.82579], [-1.19620, -2.42331, -2.53548], [3.63251, -0.31813, -0.90521], [3.79681, -1.18168, -0.52638], [2.69876, -0.32212, -1.11572], [-0.28589, -2.13672, 1.47216], [-0.60389, -2.01557, 2.36682], [-0.32768, -3.08217, 1.32857], [3.16153, 1.50061, 2.93914], [2.76043, 2.16040, 2.37344], [2.82915, 1.70067, 3.81420], [1.70534, -0.50119, -3.48468], [1.23333, -1.33207, -3.54011], [1.18024, 0.10819, -4.00348]],
  "multiplicity": 2,
  "energy_ev": -65448.2501,
  "fmax_ev_per_a": 5.7,
  "e_above_lowest_kcal_mol": 15.3,
  "total_charge": -2
}

=====

7.
{
  "formula": "H16O8",
  "method": "ωB97M-V/def2-TZVPD",
  "elements": ["O", "H", "H", "O", "H", "H", "O", "H", "H", "O", "H", "H", "O", "H", "H", "O", "H", "H", "O", "H", "H", "O", "H", "H"],
  "positions_angstrom": [[-0.19365, 2.93774, -0.54504], [-0.47257, 2.50385, 0.26129], [-0.72957, 2.53834, -1.23024], [-2.73646, -0.80732, 0.14253], [-3.08500, -0.66988, -0.73829], [-2.21609, -0.02370, 0.31969], [-0.13706, -1.59819, 2.03355], [0.65925, -1.34855, 2.50237], [-0.84089, -1.46605, 2.66868], [0.84763, -0.09217, -0.16356], [0.09094, 0.05855, 0.40295], [1.23065, -0.90773, 0.15952], [0.52454, -0.28811, -3.09096], [0.35721, -1.22879, -3.14891], [0.49656, -0.09668, -2.15352], [-1.06920, 1.15565, 1.40711], [-0.37555, 1.57461, 1.91658], [-1.76777, 0.99311, 2.04100], [1.24355, -3.22910, -0.92824], [0.56806, -3.32958, -0.25753], [0.79201, -3.41014, -1.75260], [2.64735, 2.34085, 0.09316], [1.90670, 2.92698, -0.06217], [2.25927, 1.46635, 0.12258]],
  "multiplicity": 2,
  "energy_ev": -16639.9115,
  "fmax_ev_per_a": 1.3,
  "e_above_lowest_kcal_mol": 0.4,
  "total_charge": -1
}

=====

8.
{
  "formula": "H16O8",
  "method": "ωB97M-V/def2-TZVPD",
  "elements": ["O", "H", "H", "O", "H", "H", "O", "H", "H", "O", "H", "H", "O", "H", "H", "O", "H", "H", "O", "H", "H", "O", "H", "H"],
  "positions_angstrom": [[-24.35838, 0.18104, -42.47349], [-23.65385, 0.52360, -41.92347], [-23.94695, 0.03084, -43.32460], [-25.72603, -1.32285, -40.51387], [-25.25654, -1.88481, -39.89743], [-25.04799, -0.99665, -41.10556], [-26.05136, 1.22356, -39.43097], [-25.31287, 1.55868, -39.93943], [-26.06783, 0.28562, -39.62128], [-26.86574, -0.45015, -43.97692], [-26.74289, -1.22719, -44.52220], [-25.97808, -0.17552, -43.74700], [-22.05420, 0.70350, -41.36584], [-21.47430, 0.12478, -41.86082], [-21.62017, 1.55630, -41.39033], [-23.64075, 2.57497, -40.36286], [-23.28611, 3.28643, -39.82968], [-22.90439, 1.97541, -40.48345], [-24.29830, -1.30096, -45.20658], [-23.83033, -1.81868, -44.55143], [-24.84275, -1.93682, -45.67078], [-23.87601, 0.89097, -46.40354], [-24.26315, 0.97023, -47.27536], [-24.13355, 0.01876, -46.10498]],
  "energy_ev": -16639.1952,
  "fmax_ev_per_a": 0.9,
  "smiles": "O.O.O.O.O.O.O.O",
  "e_above_lowest_kcal_mol": 64.9
}